1.
The following is a DFT calculation (ωB97M-V with the def2-TZVPD basis set) of a molecular structure, C27H61BrIN5O7P2.

The geometry in XYZ format:
```
104
Properties=species:S:1:pos:R:3:forces:R:3:lowdin_charge:R:1
C -1.376 -3.566 -8.064 0.32 1.45 0.05 0.0076
C -1.110 -2.264 -7.677 0.23 -1.86 -0.32 -0.0877
C -1.390 -1.664 -6.209 0.37 -1.78 -2.63 -0.3356
C -0.792 -2.737 -5.206 -0.45 0.66 1.52 -0.0536
C 0.783 -2.748 -5.021 1.40 -1.21 0.41 -0.5864
N 1.257 -2.114 -3.754 -0.73 0.16 -1.33 0.0680
N 1.204 -4.203 -4.874 -0.39 0.66 0.10 0.0304
N 1.585 -2.214 -6.129 -0.80 0.13 0.19 0.0872
O -0.742 -0.402 -6.236 -1.05 -0.04 0.64 -0.1320
C -1.140 0.559 -5.274 -0.01 1.31 1.52 -0.2472
C -0.841 0.261 -3.748 -0.44 2.00 0.03 -0.1699
C -1.379 1.555 -2.937 0.12 -1.52 0.80 -0.1914
C -1.773 1.105 -1.450 0.42 0.69 0.29 -0.2113
C -0.495 0.622 -0.614 0.09 1.00 -0.24 -0.2104
C -0.225 1.550 0.673 0.69 -0.37 -0.94 -0.2000
C 1.336 1.528 0.955 0.35 -0.23 -0.46 -0.2314
C 1.931 0.098 1.310 -0.97 0.38 0.45 -0.2050
C 1.597 -0.234 2.844 0.88 -0.06 -0.78 -0.1963
C 2.943 -0.201 3.716 -1.23 -1.31 0.07 -0.1858
C 3.034 -1.526 4.604 0.54 1.03 0.75 -0.2165
C 2.322 -1.340 6.014 0.64 -0.75 -0.21 -0.1729
C 2.255 -2.745 6.760 -0.37 0.30 -0.84 -0.2343
O 3.266 -2.807 7.786 -1.57 -0.48 0.54 -0.2254
C 2.705 -3.339 9.013 0.48 0.34 0.28 -0.1186
C -3.007 -1.585 -6.167 0.44 -2.12 1.94 -0.3128
O -3.403 -2.877 -5.639 0.07 0.87 -0.47 -0.0222
O -3.614 -1.528 -7.467 -0.28 2.30 0.65 -0.2077
C -4.264 -0.313 -7.773 -1.40 -0.35 -2.77 -1.0463
I -6.005 0.128 -6.480 0.86 0.21 -0.07 0.8980
P -3.103 1.203 -7.948 0.56 1.78 1.56 0.6145
O -4.024 2.561 -8.483 1.09 -1.99 -0.59 -0.3989
Br -1.592 0.886 -9.613 -1.01 0.03 0.12 0.3318
P -5.077 -0.644 -9.485 -0.41 -1.41 -1.85 0.5317
N -4.057 -1.218 -10.558 -1.29 0.06 1.42 -0.2006
O -5.831 0.743 -10.048 0.55 -1.81 1.74 -0.1989
O -6.315 -1.772 -9.161 1.58 1.72 -0.28 -0.2429
H -1.553 -4.431 -7.371 -0.33 1.21 -0.65 0.0633
H -1.470 -3.791 -9.170 0.69 0.22 1.45 0.0714
H -0.622 -1.604 -8.457 -1.24 -0.40 1.15 0.0802
H -1.095 -3.803 -5.442 0.14 1.69 -0.14 0.1047
H -1.246 -2.553 -4.174 0.59 -0.27 -1.19 0.1156
H 2.192 -2.488 -3.590 -0.53 -0.05 0.26 0.0753
H 0.613 -2.311 -2.987 0.46 -0.05 -0.22 0.0672
H 0.576 -4.596 -4.165 0.29 -0.36 -0.52 0.0666
H 1.114 -4.690 -5.771 -0.32 0.02 0.53 0.0637
H 1.709 -2.921 -6.853 0.14 0.39 0.29 0.0733
H 2.472 -1.820 -5.818 -0.42 -0.37 -0.06 0.0787
H -0.562 1.513 -5.513 -0.62 -1.30 0.08 0.1468
H -2.231 0.893 -5.323 1.21 -0.76 -0.28 0.0683
H -1.393 -0.612 -3.305 0.79 0.55 -0.71 0.1006
H 0.269 0.258 -3.586 -1.19 -0.74 -0.14 0.0990
H -0.508 2.261 -2.827 -1.14 -0.31 -0.33 0.1133
H -2.281 2.020 -3.444 1.16 -0.35 0.53 0.1098
H -2.577 0.312 -1.432 0.73 0.91 -0.22 0.1046
H -2.155 2.037 -0.919 0.13 -1.24 -0.62 0.0991
H -0.528 -0.472 -0.340 -0.04 1.17 -0.31 0.1039
H 0.403 0.794 -1.291 -0.95 -0.48 0.82 0.1000
H -0.854 1.215 1.555 0.76 0.51 -0.95 0.1116
H -0.485 2.615 0.371 0.10 -1.28 0.58 0.1088
H 1.863 1.873 0.005 -0.78 -0.23 1.06 0.1070
H 1.639 2.268 1.764 -0.43 -0.92 -0.82 0.1147
H 3.034 0.117 1.081 -1.06 -0.13 0.52 0.1006
H 1.483 -0.735 0.686 0.47 1.20 0.41 0.0962
H 0.831 0.504 3.220 0.84 -0.73 -0.33 0.0988
H 1.113 -1.254 2.870 0.60 1.00 0.23 0.1022
H 2.887 0.712 4.374 0.55 -0.93 -0.63 0.1025
H 3.841 -0.206 3.036 -0.98 0.39 0.72 0.0993
H 4.134 -1.708 4.803 -1.16 -0.04 -0.11 0.1151
H 2.630 -2.444 4.088 0.33 1.13 0.31 0.1051
H 2.967 -0.660 6.659 -0.99 -0.69 -0.79 0.1177
H 1.296 -0.896 5.872 0.99 -0.41 0.21 0.1086
H 2.445 -3.558 5.991 -0.13 0.76 0.91 0.1195
H 1.212 -2.940 7.168 1.24 0.33 -0.20 0.1185
H 1.829 -2.710 9.362 0.82 -0.72 -0.46 0.0907
H 2.390 -4.419 8.891 0.31 1.10 0.15 0.0941
H 3.513 -3.247 9.796 -0.86 -0.28 -0.88 0.0931
H -3.400 -0.853 -5.410 0.35 -0.04 -1.31 0.1211
H -4.373 -2.935 -5.638 0.38 0.25 -0.07 0.1021
H -3.621 2.841 -9.333 -0.38 -0.02 0.52 0.0225
H -4.431 -2.151 -10.798 0.58 0.57 -0.24 -0.0126
H -5.223 1.301 -10.564 -0.04 -0.52 0.13 0.0678
H -5.848 -2.633 -9.184 -0.34 0.48 0.05 0.0693
C 0.628 5.828 8.036 0.08 0.00 0.06 -0.0922
C 0.433 4.317 8.029 0.07 0.13 0.00 -0.2745
N 1.579 3.572 7.523 0.08 -0.20 -0.24 -0.1928
C 1.290 2.160 7.297 -0.21 0.02 -0.19 -0.2534
C 0.950 1.298 8.514 0.07 -0.22 0.09 -0.0868
C 2.857 3.847 8.171 0.06 0.31 -0.02 -0.2480
C 2.957 3.599 9.677 0.20 -0.09 0.17 -0.0868
H 0.859 6.201 7.036 0.06 -0.06 0.05 0.0789
H -0.291 6.314 8.373 0.03 -0.05 -0.02 0.0724
H 1.424 6.136 8.717 -0.03 0.01 -0.05 0.0635
H -0.427 4.108 7.383 0.13 -0.22 0.01 0.1174
H 0.151 3.995 9.040 -0.10 0.02 0.10 0.0967
H 2.129 1.701 6.766 0.08 0.16 0.07 0.0919
H 0.448 2.099 6.595 0.03 0.17 0.08 0.1108
H 1.841 1.051 9.092 -0.08 0.04 0.04 0.0567
H 0.515 0.350 8.185 0.01 0.04 -0.01 0.0626
H 0.225 1.776 9.177 0.05 0.00 -0.05 0.0674
H 3.120 4.892 7.980 -0.16 -0.02 -0.01 0.0999
H 3.645 3.279 7.666 -0.22 -0.11 -0.07 0.1152
H 2.076 3.946 10.220 0.01 0.00 -0.05 0.0682
H 3.821 4.134 10.082 -0.04 -0.01 -0.03 0.0719
H 3.109 2.543 9.901 -0.11 0.05 0.06 0.0542
```
Positions in Å, forces in eV/Å.


2.
The following is a DFT calculation (ωB97M-V with the def2-TZVPD basis set) of 7 unconnected molecules or ions with the total composition C27H61ClF2N4O13P.

Properties
* charge: +1

The geometry in XYZ format:
```
109
Properties=species:S:1:pos:R:3:forces:R:3:lowdin_charge:R:1
C -1.203 4.598 0.876 0.12 0.02 0.12 0.0456
C -0.815 4.979 -0.527 -0.22 -0.28 0.09 -0.4630
O -0.854 6.068 -0.983 0.10 0.35 -0.10 0.1755
O -0.281 3.941 -1.301 0.12 -0.16 0.20 0.0764
C -0.898 2.705 -1.328 0.56 0.12 0.07 -0.4425
O -1.993 2.576 -1.766 -0.57 0.00 0.03 0.1647
C -0.067 1.605 -0.710 0.14 0.01 -0.22 -0.0305
C 1.404 1.676 -1.122 0.15 0.24 -0.01 -0.1975
C 1.720 1.176 -2.550 -0.16 0.01 -0.11 -0.2328
N 0.692 1.597 -3.517 0.10 -0.39 0.15 -0.0468
C -0.434 0.628 -3.597 -0.06 0.18 -0.49 -0.0302
C 1.207 1.696 -4.883 0.04 -0.25 0.18 -0.4944
C 1.745 0.433 -5.533 -0.07 -0.12 0.09 0.0068
O 1.149 2.724 -5.475 -0.01 0.43 -0.22 0.1633
C 3.077 1.781 -2.926 0.06 -0.09 -0.04 -0.2647
F 2.902 3.143 -3.118 -0.05 0.19 0.02 0.0436
C 4.208 1.717 -1.898 0.19 0.00 0.03 -0.5651
Cl 5.352 0.388 -2.112 -0.06 -0.12 0.00 0.7249
N 3.769 1.810 -0.451 -0.19 -0.13 -0.08 -0.0303
C 3.858 3.261 0.037 0.00 0.09 0.22 -0.1662
O 4.693 3.278 1.143 0.28 0.05 -0.45 -0.1176
N 3.997 3.910 2.396 -0.45 0.23 0.12 0.0884
O 4.359 4.970 2.541 0.18 -0.13 0.09 0.1993
C 2.419 1.077 -0.112 -0.20 -0.36 -0.01 -0.3491
C 2.155 1.394 1.375 0.03 0.16 -0.04 -0.1291
C 1.308 0.487 2.266 0.21 0.08 0.06 -0.1878
F 0.004 0.349 1.847 -0.06 -0.02 0.04 -0.0327
P 2.777 -0.811 -0.500 0.13 0.17 0.10 0.9024
N 1.232 -1.454 -0.251 0.45 -0.55 -0.36 -0.0995
O 3.509 -1.271 0.894 -0.44 0.60 0.18 -0.2901
H -0.587 3.782 1.261 0.01 0.06 -0.05 0.0761
H -1.065 5.482 1.499 -0.13 -0.08 -0.02 0.1009
H -2.243 4.260 0.931 0.08 0.06 -0.12 0.0790
H -0.156 1.796 0.359 -0.01 -0.09 -0.06 0.1082
H -0.520 0.636 -0.904 0.01 0.07 0.15 0.1251
H 1.607 2.754 -1.173 -0.02 -0.06 0.10 0.1335
H 1.824 0.081 -2.586 0.05 0.05 0.10 0.1040
H -1.154 0.769 -2.797 0.15 -0.15 -0.10 0.0677
H -0.971 0.861 -4.522 -0.06 -0.03 0.12 0.1165
H -0.115 -0.417 -3.662 0.04 0.08 0.19 0.0716
H 2.644 0.680 -6.099 -0.10 -0.04 -0.02 0.0959
H 0.990 0.063 -6.230 0.10 0.06 -0.01 0.1017
H 1.946 -0.374 -4.823 0.04 0.09 -0.03 0.0797
H 3.481 1.354 -3.846 -0.08 0.08 -0.02 0.1394
H 4.808 2.604 -2.089 -0.07 -0.06 0.02 0.1136
H 4.499 1.337 0.090 0.04 0.12 0.00 0.1374
H 4.281 3.854 -0.774 -0.01 -0.06 0.04 0.1435
H 2.853 3.637 0.243 0.03 -0.10 0.00 0.1323
H 1.755 2.410 1.477 0.01 -0.04 -0.06 0.1103
H 3.127 1.402 1.881 -0.08 0.02 0.05 0.1159
H 1.280 0.949 3.258 0.03 -0.03 -0.07 0.1338
H 1.762 -0.493 2.360 -0.06 -0.16 -0.12 0.0852
H 1.201 -2.157 0.500 -0.28 0.41 0.27 0.0322
H 1.036 -1.973 -1.106 -0.21 0.13 0.08 0.0266
H 4.413 -0.937 1.016 0.30 -0.72 -0.16 0.0265
C -6.165 3.804 -0.549 0.08 -0.09 0.00 -0.0920
C -5.072 3.954 0.488 0.02 0.00 -0.07 -0.3115
O -3.972 3.071 0.252 0.00 0.17 0.07 -0.1111
H -6.535 2.780 -0.572 -0.03 0.01 0.01 0.0792
H -7.005 4.464 -0.336 0.00 0.00 0.00 0.0697
H -5.790 4.047 -1.546 -0.02 0.04 0.00 0.0779
H -5.441 3.700 1.481 0.00 0.01 0.01 0.1134
H -4.719 4.992 0.515 -0.02 0.01 0.05 0.1086
H -3.602 3.275 -0.616 -0.14 -0.19 -0.09 0.0446
C 7.893 -2.564 2.878 0.01 0.09 -0.08 -0.0818
C 6.433 -2.526 2.480 0.00 -0.07 0.05 -0.3014
O 6.218 -1.777 1.276 0.04 0.21 -0.02 -0.1167
H 8.279 -1.554 3.016 0.00 -0.01 0.02 0.0791
H 8.024 -3.117 3.808 -0.01 -0.01 0.00 0.0814
H 8.493 -3.053 2.108 0.00 -0.03 0.02 0.0779
H 5.836 -2.028 3.242 0.00 0.00 0.00 0.1138
H 6.040 -3.539 2.355 -0.03 0.01 0.01 0.1158
H 6.720 -2.196 0.568 -0.02 0.04 0.00 0.0948
C 0.361 -4.653 4.072 -0.03 0.13 -0.03 -0.0863
C 0.688 -4.479 2.607 -0.01 -0.02 -0.02 -0.2936
O 0.692 -3.095 2.217 0.21 -0.02 -0.07 -0.1125
H -0.608 -4.214 4.307 -0.01 -0.03 0.00 0.0834
H 0.332 -5.705 4.351 0.00 0.00 0.01 0.0661
H 1.113 -4.162 4.697 0.02 -0.04 0.00 0.0779
H -0.066 -4.951 1.978 -0.01 -0.01 0.00 0.1143
H 1.657 -4.929 2.368 -0.02 -0.02 -0.03 0.1111
H 1.343 -2.654 2.774 -0.05 0.01 0.08 0.0681
C -3.179 -3.425 -2.757 0.03 0.09 0.03 -0.0849
C -1.923 -3.398 -3.602 -0.01 0.00 0.00 -0.3008
O -0.939 -2.499 -3.075 0.09 -0.14 0.11 -0.1111
H -3.610 -2.427 -2.680 -0.01 -0.01 -0.01 0.0784
H -3.922 -4.094 -3.193 0.00 -0.01 0.00 0.0788
H -2.960 -3.778 -1.746 -0.01 -0.03 -0.01 0.0740
H -2.137 -3.033 -4.606 0.00 -0.01 -0.01 0.1144
H -1.497 -4.401 -3.693 0.00 0.00 -0.04 0.1103
H -0.730 -2.802 -2.185 -0.14 0.01 0.01 0.0628
C -8.997 3.600 -4.579 0.07 0.03 0.04 -0.0936
C -9.539 3.115 -3.248 -0.02 0.03 0.01 -0.3214
O -9.025 3.858 -2.147 -0.01 0.05 -0.06 -0.0927
H -7.907 3.547 -4.587 0.00 -0.01 -0.01 0.0731
H -9.382 2.995 -5.400 -0.01 0.00 0.00 0.0736
H -9.285 4.638 -4.760 -0.02 -0.01 -0.02 0.0726
H -9.241 2.083 -3.065 -0.01 -0.01 0.00 0.1103
H -10.634 3.151 -3.249 0.00 -0.04 0.00 0.1083
H -9.284 4.778 -2.263 0.01 -0.03 0.02 0.0829
C 0.085 -8.142 7.805 0.03 0.02 -0.08 -0.0931
C -0.841 -6.947 7.696 -0.03 -0.01 0.00 -0.3186
O -1.130 -6.601 6.343 0.03 -0.09 -0.01 -0.0959
H 1.020 -7.950 7.279 0.01 0.00 0.02 0.0733
H 0.311 -8.365 8.849 -0.01 0.00 0.01 0.0754
H -0.375 -9.030 7.364 -0.01 -0.01 0.03 0.0731
H -0.378 -6.060 8.128 -0.01 0.00 0.02 0.1107
H -1.771 -7.135 8.242 0.01 0.03 0.03 0.1092
H -1.563 -7.357 5.932 -0.01 0.04 0.01 0.0829
```
Positions in Å, forces in eV/Å.


Molecular weight, record by record: 836.6 754.2 g mol⁻¹
E_HOMO, record by record: -8.16 -11.24 eV
Total energy, record by record: -147487.553 -88801.609 eV